No. 1
Molecular formula: C22H31ClF7NO6PS
Method: DFT, the ωB97M-V functional and the def2-TZVPD basis

HOMO-LUMO gap, Eh: 0.216
HOMO energy, eV: -10.200

Geometry as ORCA input:
```
! RIJCOSX wB97M-V def2-TZVPD def2/J DEFGRID3
* xyz 1 1
C 4.1337 -0.8367 3.2680
C 3.7273 -2.0813 4.0855
O 2.3287 -1.9967 4.4106
C 1.4993 -2.7178 3.5475
C 0.8259 -1.8202 2.4859
C 0.7576 -0.4798 2.8059
C 0.2022 0.4111 1.9038
C 0.1577 1.8848 2.2423
C -0.0291 2.1339 3.7563
F -1.1132 1.4462 4.2616
C -0.3095 -0.1216 0.6618
P -1.1018 1.1110 -0.5050
C 0.1261 2.3353 -1.1446
C -0.6306 3.1705 -2.2376
C -2.6015 1.9158 0.2438
C -3.1516 1.2764 1.5534
C -0.2043 -1.4656 0.3972
S -0.7777 -2.1994 -1.1850
O -0.8919 -1.2633 -2.2512
O 0.1113 -3.2516 -1.5957
C -2.4554 -2.9961 -0.9024
F -2.5426 -3.2082 0.4403
F -2.4466 -4.1618 -1.5258
C -3.6378 -2.0873 -1.3515
F -3.5531 -0.9295 -0.6966
F -4.7672 -2.7205 -0.9761
F -3.7073 -1.9301 -2.6607
N 0.3474 -2.3002 1.3415
C 0.4511 -3.7640 1.1575
C 1.8296 -4.2280 0.5456
C 2.4572 -5.4226 1.3405
Cl 2.9835 -2.8770 0.3023
H 3.6484 -0.9104 2.2830
H 5.2203 -0.7589 3.1443
H 3.7340 0.0490 3.7836
H 4.2595 -2.1021 5.0474
H 4.0033 -3.0071 3.5573
H 1.9985 -3.5921 3.1128
H 0.6628 -3.1051 4.1646
H 1.1246 -0.1020 3.7538
H -0.5654 2.4606 1.6571
H 1.1538 2.3060 2.0061
H 0.8951 1.8160 4.2674
H -0.1087 3.2144 3.9408
H 0.9222 1.7962 -1.6759
H 0.5353 3.0068 -0.3715
H 0.0239 3.4458 -3.0673
H -1.4021 2.4978 -2.6506
H -1.1793 4.0125 -1.8020
H -3.4134 1.8993 -0.4956
H -2.3705 2.9880 0.3818
H -4.1094 0.7665 1.3903
H -2.4484 0.6344 2.0968
H -3.3923 2.1030 2.2420
H -0.2977 -4.1323 0.4511
H 0.2212 -4.3053 2.0827
H 1.6267 -4.6283 -0.4518
H 2.6999 -6.2283 0.6425
H 1.8128 -5.7485 2.1677
H 3.3936 -5.0604 1.7930
C -0.9580 5.4343 -7.5450
C 0.2158 4.7084 -6.9420
O -0.0925 4.7172 -5.5585
C -1.4560 4.7396 -5.4687
O -2.0646 4.4888 -4.4827
O -2.0189 5.0782 -6.6541
F 1.3725 5.3838 -7.1385
H -0.8239 6.5171 -7.5368
H -1.1747 5.1132 -8.5611
H 0.3342 3.6780 -7.2831
*
```

***

No. 2
Molecular formula: C5H6O
Method: DFT, the ωB97M-V functional and the def2-TZVPD basis

SMILES string: CC=C=CC=O
Relative energy (zero: lowest compared OMol25 entry of this formula, charge and spin), kJ/mol: 314.6
HOMO-LUMO gap, Eh: 0.364
HOMO energy, eV: -9.399

Geometry as ORCA input:
```
! RIJCOSX wB97M-V def2-TZVPD def2/J DEFGRID3
* xyz 0 1
C -0.1251 0.4703 1.9620
C 0.2619 -0.2280 0.7599
C -0.3152 -0.8730 -0.1955
C -0.3734 -0.7710 -1.5039
C 0.1969 0.3367 -2.0945
O 0.7832 1.1450 -1.3825
H -0.4019 -0.2570 2.7277
H -0.9703 1.1288 1.7759
H 0.7127 1.0794 2.3002
H 0.9912 -1.1009 0.8925
H -0.8918 -1.4884 -2.0910
H 0.1318 0.5581 -3.1507
*
```

***

No. 3
Molecular formula: C5H8O2
Method: DFT, the ωB97M-V functional and the def2-TZVPD basis

Relative energy (zero: lowest compared OMol25 entry of this formula, charge and spin), kJ/mol: 463.7
HOMO-LUMO gap (alpha / beta), Eh: 0.295 / 0.295
HOMO energy (alpha / beta), eV: -7.635 / -7.636

Geometry as ORCA input:
```
! RIJCOSX wB97M-V def2-TZVPD def2/J DEFGRID3
* xyz 0 1
O -1.9512 0.2173 1.1101
C -1.2684 0.2128 -0.1362
C -0.1249 -0.7418 -0.0692
C 0.9380 -0.3643 1.0520
C 1.3102 0.5781 -0.0474
O 0.7946 1.7285 -0.0244
C 0.9288 -0.3328 -1.1711
H -2.3957 1.0670 1.1942
H -1.9517 0.0262 -0.9684
H -0.2730 1.5565 -0.6080
H -0.3181 -1.8222 -0.0673
H 0.5581 0.0891 1.9654
H 1.6184 -1.1966 1.2352
H 0.5344 0.1400 -2.0731
H 1.6006 -1.1578 -1.3917
*
```

***

No. 4
Molecular formula: C16H28N3O4S
Method: DFT, the ωB97M-V functional and the def2-TZVPD basis

SMILES string: CN(C)S(=O)(=O)c1ccc(C(=O)NCC[N+]2(C)CCCCCC2)o1
Relative energy (zero: lowest compared OMol25 entry of this formula, charge and spin), kJ/mol: 2.1
HOMO-LUMO gap, Eh: 0.353
HOMO energy, eV: -12.120

Geometry as ORCA input:
```
! RIJCOSX wB97M-V def2-TZVPD def2/J DEFGRID3
* xyz 1 1
C -3.8527 -1.7217 2.1263
N -3.7429 -0.6170 1.1940
S -2.8334 -0.9658 -0.1598
O -1.6330 -1.6450 0.2453
O -3.5950 -1.4966 -1.2435
C -2.2618 0.6711 -0.6354
C -2.4570 1.5079 -1.6991
C -1.4140 2.4599 -1.6502
C -0.6544 2.1354 -0.5545
C 0.6828 2.5461 -0.1042
O 1.5023 3.0802 -0.8232
N 0.9825 2.1089 1.1531
H 0.2390 1.7730 1.7457
C 2.3274 2.1356 1.6608
H 2.9056 2.7724 0.9870
C 2.9752 0.7460 1.8189
H 3.9743 0.9218 2.2237
H 2.4082 0.1662 2.5511
N 3.1146 -0.1032 0.5912
C 3.6281 0.7038 -0.5290
H 3.8170 0.0693 -1.3882
H 2.9183 1.4749 -0.8225
H 4.5617 1.1796 -0.2324
C 4.1015 -1.1752 0.9341
H 5.0321 -0.6847 1.2305
C 4.4419 -2.1878 -0.1570
H 4.9783 -1.7060 -0.9756
C 3.2795 -3.0000 -0.7282
C 2.4439 -2.2225 -1.7422
H 1.8437 -2.9320 -2.3106
C 1.4962 -1.1768 -1.1344
H 0.4890 -1.5969 -1.0681
C 1.7826 -0.7300 0.2938
H 1.0049 -0.0145 0.5482
H 1.6690 -1.5818 0.9642
H 1.4321 -0.3102 -1.7937
H 3.1219 -1.7524 -2.4583
H 3.7097 -3.8595 -1.2438
H 2.6494 -3.3932 0.0697
H 5.1477 -2.8779 0.3106
H 3.7091 -1.7097 1.8023
H 2.3433 2.5938 2.6545
O -1.1829 1.0471 0.0665
H -1.2381 3.2680 -2.3298
H -3.2376 1.4357 -2.4274
C -5.0054 -0.0139 0.8238
H -5.6653 -0.7278 0.3218
H -4.8015 0.8129 0.1461
H -5.4928 0.3654 1.7204
H -4.5772 -2.4708 1.7925
H -2.8712 -2.1824 2.2048
H -4.1562 -1.3344 3.0984
*
```

***

No. 5
Molecular formula: C38H39FN11O3Rb
Method: DFT, the ωB97M-V functional and the def2-TZVPD basis

HOMO-LUMO gap, Eh: 0.199
HOMO energy, eV: -1.759

Geometry as ORCA input:
```
! RIJCOSX wB97M-V def2-TZVPD def2/J DEFGRID3
* xyz -2 1
Rb -0.1258 0.0054 0.9890
N -1.8852 -2.5773 1.2730
C -3.2689 -2.3200 1.7012
C -3.4152 -1.0505 2.5630
O -4.3861 -1.0258 3.3594
N -2.5021 -0.1461 2.2992
C -2.4587 1.0442 3.1384
C -1.0111 1.2158 3.6310
O -0.7074 0.7323 4.7597
O -0.1788 1.7603 2.8549
H -1.8448 -3.3229 0.5863
H -1.5434 -1.7505 0.8025
H -3.9633 -2.2128 0.8542
H -3.6171 -3.1600 2.3037
H -2.7126 1.9363 2.5513
H -3.1240 0.9743 4.0029
N 1.4026 -2.5037 -3.8877
C 0.2300 -2.3927 -3.2472
N 0.3824 -2.6937 -1.9785
C 1.7105 -2.9715 -1.8926
N 2.3752 -2.8629 -3.0281
C 2.3647 -3.3413 -0.6239
C 3.6905 -3.7692 -0.5769
N 4.2807 -4.0930 0.5675
C 3.5379 -3.9823 1.6666
C 2.2198 -3.5517 1.6223
N 1.6324 -3.2336 0.4782
H 1.6122 -2.2300 -4.8329
H -0.6757 -2.0762 -3.7385
H 4.2724 -3.8446 -1.4871
H 4.0083 -4.2323 2.6104
H 1.6262 -3.4471 2.5225
C 1.2024 2.9902 -4.2207
C 1.3763 1.4698 -4.2190
C 1.8934 0.9932 -2.8582
C 0.1362 0.7318 -4.7001
C 0.2076 0.0762 -5.9252
C -0.8596 -0.6543 -6.4284
C -2.0148 -0.7414 -5.6632
C -2.1392 -0.1092 -4.4296
C -3.4107 -0.3883 -3.6337
C -3.1578 -0.9550 -2.2322
C -4.3787 0.7942 -3.5572
C -1.0631 0.6860 -3.9383
N -1.1155 1.2683 -2.6997
C -1.6799 2.4593 -2.5086
C -2.1680 3.3534 -3.4998
C -2.7387 4.5770 -3.1754
C -2.8584 4.9970 -1.8588
C -2.3839 4.1479 -0.8511
C -1.8231 2.9467 -1.1833
F -1.3706 2.1385 -0.1879
H 2.1610 3.4765 -4.0164
H 0.4908 3.3057 -3.4594
H 0.8367 3.3441 -5.1873
H 2.1560 1.2372 -4.9561
H 1.1548 1.2029 -2.0860
H 2.8255 1.5106 -2.6144
H 2.0962 -0.0799 -2.8594
H 1.1286 0.1474 -6.4993
H -0.7917 -1.1507 -7.3893
H -2.8465 -1.3412 -6.0217
H -3.9251 -1.1711 -4.2046
H -2.7080 -0.2076 -1.5814
H -2.4918 -1.8211 -2.2542
H -4.1033 -1.2729 -1.7865
H -3.9967 1.5850 -2.9157
H -5.3331 0.4574 -3.1433
H -4.5632 1.2230 -4.5455
H -2.0968 3.0463 -4.5379
H -3.1010 5.2140 -3.9765
H -3.3088 5.9487 -1.6094
H -2.4509 4.4080 0.1982
N 2.5283 1.1170 11.1803
C 2.5874 0.8803 10.0557
C 2.6887 0.5818 8.6526
C 1.6336 0.8616 7.7838
C 1.7374 0.5925 6.4314
C 2.9156 0.0225 5.9504
C 3.9656 -0.2825 6.8142
C 3.8564 0.0044 8.1614
N 3.0455 -0.2509 4.5722
C 4.2168 -0.4706 3.8662
C 3.8359 -0.6497 2.5757
N 2.4679 -0.5474 2.4574
C 2.0215 -0.3113 3.6641
H 0.7212 1.3002 8.1656
H 0.8938 0.8090 5.7621
H 4.8617 -0.7554 6.4380
H 4.6692 -0.2255 8.8373
H 5.1865 -0.4311 4.3271
H 4.4650 -0.8301 1.7188
H 0.9897 -0.1352 3.9585
*
```

***

No. 6
Molecular formula: C53H32F3MoN4
Method: DFT, the ωB97M-V functional and the def2-TZVPD basis

HOMO-LUMO gap (alpha / beta), Eh: 0.157 / 0.161
HOMO energy (alpha / beta), eV: -15.259 / -15.315

Geometry as ORCA input:
```
! RIJCOSX wB97M-V def2-TZVPD def2/J DEFGRID3
* xyz 3 1
Mo 0.3248 0.2599 0.3205
C 6.2629 2.5709 -4.3067
C 5.9985 3.3780 -3.2165
C 4.8820 3.1594 -2.4308
C 4.0666 1.9873 -2.6325
C 4.4477 1.1315 -3.6713
C 5.5167 1.4604 -4.5058
C 2.9694 1.4761 -1.7395
C 3.3296 0.5931 -0.6437
C 4.6477 0.2395 -0.3470
C 4.6154 -0.3419 0.9406
C 3.1696 -0.4228 1.2621
C 2.6238 -0.8961 2.6252
C 3.3598 -1.7003 3.4982
C 2.9918 -1.8561 4.8425
C 3.6179 -2.7005 5.6996
C 4.7314 -3.4480 5.2242
C 5.0454 -3.3833 3.8722
C 4.3656 -2.5853 3.0424
C 1.5974 -0.0372 3.1601
N 0.4852 0.3886 2.3238
C -0.3283 1.2685 3.1260
C -1.5725 1.8917 2.8130
C -2.3208 2.6110 3.8102
C -2.4960 2.0049 5.0704
C -3.1998 2.6159 6.0797
C -3.6847 3.8590 5.8503
C -3.5428 4.5366 4.6073
C -2.9376 3.9162 3.6351
C -2.2328 1.7148 1.4776
C -3.6204 1.8203 1.1660
C -3.7131 1.5806 -0.2261
C -2.3313 1.3140 -0.6355
N -1.5182 1.2251 0.4602
C -1.9750 1.3671 -1.9600
C -0.6325 1.7314 -2.3141
C 0.0220 2.3248 -3.4850
C 1.3562 2.5220 -3.3019
C 1.6529 1.7669 -2.1119
N 0.4531 1.4627 -1.4110
C -2.8953 1.1138 -3.0319
C -3.7297 -0.0118 -2.8166
C -4.6794 -0.5066 -3.7273
C -4.6919 0.1198 -4.9874
C -3.9628 1.2337 -5.2816
C -3.1027 1.7730 -4.2771
C 0.4168 1.5548 4.3059
C 1.4922 0.6228 4.3731
N 2.4505 0.2068 0.3603
H 7.0404 2.9189 -4.8958
H 6.6466 4.2343 -2.8701
H 4.8263 3.6256 -1.4720
H 4.0097 0.1664 -3.7437
H 5.7096 0.8292 -5.3616
H 5.5347 0.4963 -1.0150
H 5.4825 -0.7300 1.5017
H 2.1898 -1.2649 5.1936
H 3.2497 -2.7198 6.7384
H 5.3831 -3.9930 5.9386
H 5.8004 -4.0632 3.5061
H 4.6483 -2.5704 1.9979
H -2.1528 0.9791 5.0918
H -3.2952 2.1361 7.0669
H -4.0815 4.3798 6.6757
H -3.9412 5.6113 4.5914
H -2.9058 4.3396 2.6560
H -4.4456 2.2937 1.7305
H -4.4968 1.5412 -0.9348
H -0.5799 2.4784 -4.3267
H 1.8943 2.9559 -4.1918
H -3.6926 -0.5611 -1.8733
H -5.1111 -1.4917 -3.6371
H -5.2032 -0.3603 -5.8096
H -4.0106 1.6493 -6.2837
H -2.5256 2.6380 -4.5386
H 0.0204 2.2112 5.0788
H 2.3095 0.6993 5.0830
F -5.2731 -6.7748 -2.0409
C -4.5432 -6.3253 -3.0585
F -5.2532 -5.6977 -3.9854
F -3.9296 -7.3727 -3.6398
C -3.4896 -5.3921 -2.4470
C -2.3477 -5.0093 -3.1766
C -1.5315 -4.0017 -2.6676
C -1.7517 -3.5373 -1.3613
C -2.7741 -4.0993 -0.5870
C -3.6640 -5.0051 -1.1166
C -0.9569 -2.4839 -0.8145
C -0.2371 -1.5348 -0.3454
H -2.1872 -5.3834 -4.1403
H -0.7766 -3.5372 -3.3160
H -2.8191 -3.8042 0.4621
H -4.4942 -5.3834 -0.5473
*
```

***

No. 7
Molecular formula: C23H30F5NO16S5
Method: DFT, the ωB97M-V functional and the def2-TZVPD basis

SMILES string: C[C@@H](COC(=O)CS[C@@]1(CCCS)CO[C@](S(C)(=O)=O)(S(=O)(=O)C(F)(F)F)[C@@H]1OC#N)OC(=O)CS.O=C1OC[C@@H](F)O1.O=C1OC[C@@H](F)O1
Relative energy (zero: lowest compared OMol25 entry of this formula, charge and spin), kJ/mol: 0.0
HOMO-LUMO gap, Eh: 0.345
HOMO energy, eV: -9.225

Geometry as ORCA input:
```
! RIJCOSX wB97M-V def2-TZVPD def2/J DEFGRID3
* xyz 0 1
C -5.1382 -1.8745 2.4202
C -4.6555 -1.8227 0.9890
C -4.6309 -0.3879 0.4547
O -3.4091 -0.1773 -0.2398
C -3.4093 0.8086 -1.1625
O -3.8224 0.6427 -2.2675
C -2.8520 2.1384 -0.7219
S -1.4655 2.7819 -1.6980
C -0.2286 1.4628 -1.8257
C -0.5844 0.3378 -2.8200
C -1.0573 0.8325 -4.1857
C -0.0321 0.9013 -5.3229
S 0.9503 -0.5994 -5.5883
C 1.1482 2.0047 -2.2429
O 2.0916 1.0060 -1.7838
C 1.6591 0.4891 -0.5618
S 2.7071 1.3595 0.7042
C 4.3758 1.1177 0.2036
O 2.4523 0.7332 1.9654
O 2.3909 2.7571 0.6020
S 1.9696 -1.3079 -0.2445
O 1.2146 -1.7188 0.8908
O 3.3868 -1.4831 -0.1910
C 1.4021 -2.4180 -1.6291
F 0.0779 -2.4097 -1.7429
F 1.9980 -2.0922 -2.7753
F 1.8068 -3.6301 -1.2425
C 0.2341 1.0270 -0.4268
O -0.6978 0.1796 0.2762
C -0.9292 0.4900 1.5025
N -1.1980 0.8452 2.5532
O -3.3360 -2.3718 0.8736
C -3.2690 -3.7221 0.9619
O -3.7554 -4.4474 0.1468
C -2.5257 -4.2451 2.1532
S -1.1057 -5.2043 1.5492
H -6.0972 -1.3753 2.5268
H -5.2773 -2.9075 2.7316
H -4.4079 -1.4284 3.0907
H -5.3220 -2.4405 0.3893
H -5.4755 -0.2185 -0.2096
H -4.7249 0.2948 1.3012
H -2.6114 2.1719 0.3354
H -3.6522 2.8546 -0.8843
H -1.4018 -0.2323 -2.3929
H 0.2491 -0.3418 -2.8901
H -1.5351 1.8051 -4.1157
H -1.8308 0.1449 -4.5162
H 0.6439 1.7460 -5.2485
H -0.5778 1.0456 -6.2498
H 2.0593 -0.2352 -4.9429
H 1.3611 2.8880 -1.6375
H 1.2694 2.2291 -3.2893
H 4.7471 0.2974 0.8077
H 4.9561 2.0002 0.4400
H 4.4688 0.8108 -0.8302
H 0.2770 1.9713 0.1156
H -2.1652 -3.4413 2.7813
H -3.1918 -4.8694 2.7395
H -0.2491 -4.9100 2.5295
C -2.8754 0.1573 5.5932
C -3.5579 1.3508 6.2200
O -3.8654 0.8792 7.5184
C -2.9437 -0.0777 7.8405
O -2.7617 -0.4963 8.9304
O -2.2695 -0.4659 6.7327
F -4.7094 1.6813 5.5799
H -3.6031 -0.5246 5.1496
H -2.1310 0.4293 4.8495
H -2.9321 2.2406 6.2991
C 8.2719 2.2136 -3.2170
C 8.2606 1.6005 -1.8337
O 7.0766 0.8246 -1.8576
C 6.8420 0.4646 -3.1571
O 6.0819 -0.3734 -3.4940
O 7.6062 1.2097 -3.9903
F 8.1608 2.5366 -0.8586
H 7.6937 3.1380 -3.2421
H 9.2705 2.3981 -3.6020
H 9.1101 0.9517 -1.6163
*
```

***

No. 8
Molecular formula: C4H11N2O
Method: DFT, the ωB97M-V functional and the def2-TZVPD basis

Relative energy (zero: lowest compared OMol25 entry of this formula, charge and spin), kJ/mol: 202.2
HOMO-LUMO gap, Eh: 0.368
HOMO energy, eV: -13.026

Geometry as ORCA input:
```
! RIJCOSX wB97M-V def2-TZVPD def2/J DEFGRID3
* xyz 1 1
O -0.9204 -2.2141 -0.8177
C -1.9266 -1.5313 -0.7818
C -2.2451 -0.4409 -1.7399
H -2.6525 -1.6534 0.0424
H -1.4534 -0.3496 -2.4831
H -2.4113 0.4855 -1.1852
H -3.1911 -0.6529 -2.2427
C 1.3731 1.4092 0.9622
C 1.0591 0.1038 1.0094
N 1.2751 -0.7446 -0.1792
N 1.4255 2.1999 2.0845
H 1.5378 1.8672 -0.0080
H 0.6541 -0.3924 1.8759
H 0.4014 -1.2877 -0.4027
H 1.4204 -0.0883 -0.9516
H 2.0732 -1.3743 -0.1092
H 1.5212 1.6853 2.9450
H 2.0596 2.9785 1.9819
*
```

***

What did the fourth record say?
Molecular formula: C16H28N3O4S
Method: DFT, the ωB97M-V functional and the def2-TZVPD basis

SMILES string: CN(C)S(=O)(=O)c1ccc(C(=O)NCC[N+]2(C)CCCCCC2)o1
Relative energy (zero: lowest compared OMol25 entry of this formula, charge and spin), kJ/mol: 2.1
HOMO-LUMO gap, Eh: 0.353
HOMO energy, eV: -12.120

Geometry as ORCA input:
```
! RIJCOSX wB97M-V def2-TZVPD def2/J DEFGRID3
* xyz 1 1
C -3.8527 -1.7217 2.1263
N -3.7429 -0.6170 1.1940
S -2.8334 -0.9658 -0.1598
O -1.6330 -1.6450 0.2453
O -3.5950 -1.4966 -1.2435
C -2.2618 0.6711 -0.6354
C -2.4570 1.5079 -1.6991
C -1.4140 2.4599 -1.6502
C -0.6544 2.1354 -0.5545
C 0.6828 2.5461 -0.1042
O 1.5023 3.0802 -0.8232
N 0.9825 2.1089 1.1531
H 0.2390 1.7730 1.7457
C 2.3274 2.1356 1.6608
H 2.9056 2.7724 0.9870
C 2.9752 0.7460 1.8189
H 3.9743 0.9218 2.2237
H 2.4082 0.1662 2.5511
N 3.1146 -0.1032 0.5912
C 3.6281 0.7038 -0.5290
H 3.8170 0.0693 -1.3882
H 2.9183 1.4749 -0.8225
H 4.5617 1.1796 -0.2324
C 4.1015 -1.1752 0.9341
H 5.0321 -0.6847 1.2305
C 4.4419 -2.1878 -0.1570
H 4.9783 -1.7060 -0.9756
C 3.2795 -3.0000 -0.7282
C 2.4439 -2.2225 -1.7422
H 1.8437 -2.9320 -2.3106
C 1.4962 -1.1768 -1.1344
H 0.4890 -1.5969 -1.0681
C 1.7826 -0.7300 0.2938
H 1.0049 -0.0145 0.5482
H 1.6690 -1.5818 0.9642
H 1.4321 -0.3102 -1.7937
H 3.1219 -1.7524 -2.4583
H 3.7097 -3.8595 -1.2438
H 2.6494 -3.3932 0.0697
H 5.1477 -2.8779 0.3106
H 3.7091 -1.7097 1.8023
H 2.3433 2.5938 2.6545
O -1.1829 1.0471 0.0665
H -1.2381 3.2680 -2.3298
H -3.2376 1.4357 -2.4274
C -5.0054 -0.0139 0.8238
H -5.6653 -0.7278 0.3218
H -4.8015 0.8129 0.1461
H -5.4928 0.3654 1.7204
H -4.5772 -2.4708 1.7925
H -2.8712 -2.1824 2.2048
H -4.1562 -1.3344 3.0984
*
```